Entry 1:
C28H41N5O6 | ωB97M-V/def2-TZVPD

Cartesian coordinates (Å):
H1 7.5188 4.0600 0.7143
H2 -2.5030 -0.8937 -1.5099
H3 5.8580 1.4822 0.1275
H4 0.2176 4.1106 -2.9724
C1 -1.6063 -4.7834 -1.0862
C2 -1.6607 1.0139 -1.0149
C3 -4.5066 -1.2885 2.7834
O1 1.0879 2.1444 1.5175
H5 4.6696 1.7799 1.3982
H6 -1.2544 -4.8466 -3.2093
H7 -0.0969 1.1656 2.3697
H8 -2.2375 -2.4187 1.7493
C4 0.4752 -0.8020 0.9434
C5 -0.8642 2.0603 -1.4414
H9 1.4845 -2.3380 -1.6941
H10 -5.2915 -0.5322 2.8517
H11 -0.7787 -3.3194 -2.4483
C6 2.9486 3.3759 -0.2071
H12 -3.5811 -0.3568 1.0637
C7 5.4276 3.5763 0.4495
H13 -2.6011 -1.7067 3.6773
C8 4.3760 3.6846 -0.6614
N1 -3.0331 -2.3692 1.1189
H14 -0.2952 -5.7883 0.3018
O2 1.3472 4.9506 -1.1461
C9 1.9440 3.9134 -1.2373
H15 -0.0789 -6.2753 -1.3845
H16 4.6344 3.0126 -1.4830
H17 -3.0236 0.8684 2.7441
H18 -0.7075 2.9151 -0.7989
O3 -3.8067 -3.0547 -0.9004
H19 -3.6755 -5.3628 -1.2863
C10 1.2954 -1.6485 -0.8955
H20 6.3763 2.0958 1.6969
H21 -1.0452 -0.3150 4.6843
H22 7.1091 3.5070 -0.9089
N2 -0.5455 0.3369 2.7724
C11 0.6797 3.1248 -3.0928
H23 4.3849 4.7065 -1.0481
H24 -2.4892 -3.6788 -2.7148
C12 -0.2679 -5.4333 -0.7252
H25 6.6729 5.1378 -0.3944
H26 2.7290 3.8608 0.7500
C13 -0.2569 2.0148 -2.6907
C14 -1.2648 -0.1318 -3.0789
C15 -3.4087 -0.9890 3.8080
C16 1.3374 0.0965 0.3313
C17 -2.8367 0.4356 3.7278
N3 0.4765 -1.9063 0.1416
N4 2.7089 1.9583 -0.0606
C18 5.5885 2.1431 0.9484
H27 -3.3385 1.0725 4.4576
H28 -4.8454 -1.5284 0.6600
H29 -3.8194 -1.1507 4.8066
O4 -1.8187 -3.7954 -0.0493
C19 -0.4550 0.9077 -3.5025
H30 -2.5201 -6.6040 -1.7873
C20 -1.3207 0.4838 3.9890
H31 0.5496 -4.7231 -0.8252
C21 -4.0115 -1.3288 1.3379
H32 -0.1102 -2.7207 0.3046
O5 1.8237 3.0393 -2.2349
O6 -0.6979 -1.9267 2.6211
H33 5.1073 4.2045 1.2875
C22 -1.8676 -0.0837 -1.8335
H34 -2.7805 -6.2791 -0.0661
C23 6.7648 4.1047 -0.0676
N5 1.8358 -0.4649 -0.8095
H35 0.0228 0.8609 -4.4703
H36 -4.9501 -2.2562 3.0241
H37 -1.0442 1.4438 4.4261
C24 -0.3002 -0.8407 2.1989
H38 3.0087 1.3550 -0.8174
C25 -2.9738 -3.0698 -0.0237
H39 -1.4248 -0.9849 -3.7214
C26 -2.7216 -5.8279 -1.0543
C27 -1.5262 -4.1108 -2.4574
H40 -2.1198 1.0614 -0.0384
C28 1.6796 1.4846 0.6670
H41 1.0377 2.9995 -4.1165

Atomic forces in eV per Å
H 0.13 0.00 0.05
H -0.11 -0.12 0.02
H 0.03 -0.13 -0.12
H 0.12 -0.17 -0.08
C -0.01 -0.44 -0.50
C 0.00 0.08 0.07
C 0.22 0.00 -0.05
O -0.11 0.26 0.08
H 0.01 -0.12 0.05
H 0.09 -0.09 -0.09
H 0.03 -0.12 -0.07
H -0.03 -0.06 -0.14
C 0.47 0.33 -0.12
C -0.03 0.05 -0.09
H -0.06 -0.23 -0.13
H -0.08 0.00 -0.01
H 0.11 0.08 -0.02
C -0.24 0.19 -0.07
H -0.10 -0.02 -0.03
C 0.11 -0.13 -0.26
H -0.04 -0.01 0.13
C -0.07 0.05 0.41
N 0.19 0.00 0.38
H 0.02 -0.07 0.10
O -0.03 0.07 0.00
C 0.14 0.23 0.54
H 0.04 -0.06 -0.09
H 0.06 0.01 -0.13
H 0.00 0.11 -0.02
H 0.02 0.11 0.09
O -0.15 -0.05 -0.34
H -0.04 -0.05 -0.03
C 0.02 -0.08 -0.08
H 0.11 -0.05 0.07
H 0.03 0.12 0.01
H 0.08 -0.08 -0.12
N 0.10 0.08 0.01
C -0.41 0.09 -0.11
H -0.01 -0.01 -0.08
H 0.01 0.02 -0.07
C -0.41 0.26 0.06
H 0.04 0.12 -0.07
H 0.01 0.00 -0.23
C 0.12 0.07 -0.10
C -0.04 -0.10 -0.04
C -0.21 0.03 -0.10
C -0.56 -0.76 0.10
C 0.17 -0.19 0.15
N -0.02 0.12 0.26
N 0.15 -0.07 0.01
C -0.07 0.26 0.19
H -0.06 0.05 -0.02
H 0.11 0.12 0.07
H 0.05 -0.04 0.03
O 0.14 -0.04 0.10
C -0.01 0.15 0.01
H 0.06 -0.10 -0.06
C -0.29 -0.06 0.05
H 0.14 0.08 -0.02
C -0.34 0.08 -0.05
H 0.02 0.03 -0.04
O 0.27 -0.18 -0.31
O 0.08 -0.28 0.13
H -0.03 0.02 -0.02
C -0.01 -0.07 0.00
H 0.01 -0.09 0.09
C -0.25 0.02 0.17
N 0.25 0.21 -0.14
H 0.07 0.00 -0.11
H -0.10 -0.01 -0.04
H 0.05 -0.07 -0.01
C 0.01 0.35 -0.03
H -0.08 0.00 0.04
C 0.04 0.10 0.24
H -0.02 -0.10 -0.06
C 0.05 0.30 0.10
C -0.16 0.00 0.27
H -0.06 -0.01 0.12
C 0.31 0.00 -0.04
H -0.04 0.03 0.12

Output
ΔE to the lowest compared entry with this formula, charge and spin in kJ/mol: 47.2
HOMO level in eV: -9.0
SMILES: CC(C)C[C@H](NC(=O)c1nc[nH]c1C(=O)NCCCCCNC(=O)OC(C)(C)C)C(=O)OCc1ccccc1
Orbital gap in eV: 9.59
2S+1: 1

Atomic partial charges in e from the Mulliken method, atoms 1 to 5: H 0.435; H 0.564; H 0.296; H 0.407; C 1.473

Entry 2:
C6H10O | ωB97M-V/def2-TZVPD

Cartesian coordinates (Å):
H1 1.8736 1.5425 0.5793
C1 1.3187 -0.3786 -0.3255
C2 -0.0798 1.6984 -0.0892
C3 1.0965 1.0594 -0.0190
O1 2.2963 -0.8738 0.5669
H2 -0.1175 2.6849 0.3764
H3 -0.4451 -1.9241 -1.2311
H4 -2.1884 1.7186 -0.1297
H5 2.0259 -0.5710 1.4469
C4 -1.3538 1.0340 -0.4041
H6 1.6041 -0.6612 -1.3296
C5 -0.1561 -1.4532 -0.2628
C6 -1.3010 -0.7043 0.3632
H7 0.4124 -2.1808 0.3184
H8 -1.5165 0.6600 -1.4100
H9 -1.1562 -0.6351 1.4485
H10 -2.3132 -1.0156 0.1013

Atomic forces in eV per Å
H 0.17 -0.11 -0.59
C -1.82 -1.26 -0.22
C 0.35 -0.47 0.50
C -0.58 -0.07 0.24
O -0.33 -0.19 0.08
H -0.10 -0.12 -0.29
H 0.59 0.72 0.41
H 0.27 -1.08 0.08
H 0.23 -0.18 -0.18
C -0.16 -2.15 0.97
H 0.51 0.48 -0.17
C 1.58 1.82 -0.21
C -0.01 2.48 -0.56
H -0.87 -0.23 0.34
H 0.20 0.36 -0.28
H -0.31 0.35 -0.29
H 0.27 -0.36 0.17

Output
ΔE to the lowest compared entry with this formula, charge and spin in kJ/mol: 222.1
HOMO level in eV: -9.1
Orbital gap in eV: 10.10
2S+1: 1

Atomic partial charges in e from the Mulliken method, atoms 1 to 5: H 0.320; C 0.083; C -0.105; C -0.641; O -0.548

Entry 3:
C4H5N3 | ωB97M-V/def2-TZVPD

Cartesian coordinates (Å):
H1 -1.3412 0.8834 2.1204
H2 1.4301 1.8135 -1.1513
N1 1.5579 -0.5973 2.0732
N2 -1.4060 -0.0677 0.3225
H3 0.9046 -0.1357 -2.1794
C1 0.4176 0.2118 -1.2605
C2 -0.8239 0.2506 1.4022
H4 -1.2690 -1.1135 -1.4746
H5 -0.0667 -1.6147 -0.2772
C3 0.5170 -0.1843 1.7799
N3 0.6920 1.2990 -0.6760
C4 -0.6125 -0.7451 -0.6791

Atomic forces in eV per Å
H 0.01 -0.19 0.01
H -0.03 -0.04 -0.08
N -1.03 0.42 -0.23
N 0.29 0.09 0.34
H -0.05 0.06 0.09
C 0.05 0.18 0.14
C -0.27 -0.01 -0.15
H 0.12 0.10 0.11
H -0.05 0.14 -0.04
C 0.89 -0.43 0.22
N 0.06 -0.28 -0.35
C 0.00 -0.03 -0.07

Output
ΔE to the lowest compared entry with this formula, charge and spin in kJ/mol: 220.7
HOMO level in eV: -10.4
SMILES: [H]/N=C/C/N=C\C#N
Orbital gap in eV: 10.54
2S+1: 1

Atomic partial charges in e from the Mulliken method, atoms 1 to 5: H 0.357; H 0.239; N -0.388; N -0.447; H 0.375

Entry 4:
C3H2LaLiO3 | ωB97M-V/def2-TZVPD

Cartesian coordinates (Å):
C1 1.1819 0.2002 -1.0105
H1 0.2340 1.1754 -0.6398
O1 -0.7674 -0.7838 -0.0712
O2 -2.0043 0.7232 1.0561
C2 0.3534 -0.0354 0.1538
O3 2.3719 0.4587 -0.9770
La1 -4.2844 -1.4970 1.7797
Li1 4.0359 0.2715 -1.7901
H2 0.8660 -0.2071 1.1075
C3 -1.9870 -0.3057 0.3913

Atomic forces in eV per Å
C 0.84 -0.96 1.42
H -0.33 -0.72 1.77
O -2.89 -0.17 -0.42
O -1.41 -1.59 -0.75
C 1.45 1.06 -2.59
O -0.55 0.04 -0.63
La 2.05 1.50 -1.38
Li 0.15 0.13 -0.04
H -0.35 0.82 0.08
C 1.04 -0.11 2.56

Output
Total charge: +3
HOMO level (spin up / spin down) in eV: -18.5 / -20.1
Orbital gap (spin up / spin down) in eV: 4.44 / 6.07
2S+1: 2

Atomic partial charges in e from the Mulliken method, atoms 1 to 5: C 0.026; H 0.251; O -0.260; O -0.409; C 0.052

Per-record DFT total energy, eV: -49441.1342 -8428.9382 -8697.5248 -10314.1868